one) Below is 2 unconnected molecules or ions with the total composition C5H12NP, with properties calculated with ωB97M-V/def2-TZVPD.

Each line ends with the Löwdin charge.
Atoms and positions in Å:
H 2.164 1.474 -2.400  -0.162
P 0.838 1.870 -2.124  0.758
C -0.157 0.554 -2.495  -0.605
C 0.260 -1.025 -2.720  -0.176
H -1.267 0.765 -2.825  0.055
H 0.049 -1.336 -3.786  0.065
H 1.401 -0.992 -2.417  0.083
H -0.272 -1.709 -2.079  0.030
C -1.574 0.275 1.690  -0.053
C -0.095 -0.139 1.639  -0.447
C 0.764 -0.063 2.869  -0.070
N 0.520 -0.346 0.544  0.144
H -2.053 -0.203 0.830  0.060
H -1.691 1.406 1.459  0.109
H -2.208 0.018 2.546  0.065
H 1.649 0.489 2.657  0.054
H 1.200 -1.113 3.213  0.125
H 0.354 0.444 3.700  0.046
H 0.119 -0.369 -0.302  -0.081

Orbital gap   9.2 eV
LUMO energy   0.1 eV
HOMO level   -9.10 eV
Charge   0
SMILES   [H]/P=C\C.CC(C)=N


two) Below is 2 unconnected molecules or ions with the total composition C5H12NP, with properties calculated with ωB97M-V/def2-TZVPD.

Each line ends with the Löwdin charge.
Atoms and positions in Å:
C -2.921 1.816 -0.133  -0.363
P -3.178 0.046 0.374  0.751
C -1.969 -0.879 -0.622  -0.416
N -1.297 -1.998 -0.275  -0.028
H -3.480 2.162 -0.877  -0.040
H -1.864 2.040 -0.421  0.043
H -3.135 2.380 0.793  0.030
H -2.596 0.034 1.713  -0.078
H -0.853 -2.367 -0.999  0.004
H -1.045 -2.336 0.694  0.121
C 1.737 0.152 -1.087  -0.036
C 1.901 -0.435 0.081  -0.205
C 3.325 -0.202 0.737  -0.105
H 2.457 0.611 -1.689  0.034
H 0.687 0.070 -1.585  0.068
H 1.193 -0.938 0.685  0.051
H 3.723 0.675 0.214  0.057
H 4.021 -1.050 0.678  0.066
H 3.296 0.220 1.720  0.045

Orbital gap   8.7 eV
LUMO energy   0.8 eV
HOMO level   -7.88 eV
Charge   0
SMILES   C[PH]#CN.C=CC


The winner here is one), beating the second structure by 0.0372 hartree.


one) Below is 2 unconnected molecules or ions with the total composition C5H14S, with properties calculated with ωB97M-V/def2-TZVPD.

Each line ends with the Löwdin charge.
Atoms and positions in Å:
C 2.249 -0.183 -1.395  -0.221
C 0.922 0.170 -0.967  -0.516
S 0.552 1.993 -0.390  0.720
C -1.178 2.148 0.121  -0.456
H 2.539 -1.328 -1.705  0.128
H 3.127 -0.098 -0.632  0.099
H 2.610 0.344 -2.289  0.061
H 0.197 0.111 -1.722  0.042
H 0.666 -0.393 -0.074  0.035
H -1.394 1.681 1.055  0.005
H -1.378 3.212 0.431  0.045
H -1.768 1.901 -0.808  0.045
C -1.973 -3.035 1.923  -0.181
C -0.883 -2.530 0.911  -0.215
H -2.563 -3.800 1.300  0.076
H -1.443 -3.589 2.808  0.090
H -2.532 -2.183 2.288  0.043
H 0.029 -3.226 0.672  0.091
H -0.452 -1.674 1.456  0.040
H -1.297 -2.273 -0.109  0.070

Orbital gap   9.3 eV
LUMO energy   0.9 eV
HOMO level   -8.39 eV
Charge   0
SMILES   CCSC.CC


two) Below is 2 unconnected molecules or ions with the total composition C5H14S, with properties calculated with ωB97M-V/def2-TZVPD.

Each line ends with the Löwdin charge.
Atoms and positions in Å:
C -0.815 -1.490 0.805  -0.186
C -1.377 -0.093 0.742  -0.328
C -1.172 0.706 2.002  -0.142
H 0.290 -1.483 1.089  0.055
H -1.035 -2.133 -0.037  0.045
H -1.146 -2.145 1.734  0.107
H -2.539 -0.236 0.661  0.142
H -0.879 0.409 -0.035  0.042
H -1.080 1.743 1.840  0.043
H -1.953 0.619 2.840  0.099
H -0.276 0.442 2.545  0.060
C 1.985 -0.094 -0.537  -0.410
S 1.024 -0.786 -1.914  0.734
C 0.577 0.813 -2.573  -0.452
H 1.652 0.923 -0.213  0.055
H 2.973 0.008 -1.101  0.051
H 1.862 -0.831 0.276  0.011
H 0.263 0.873 -3.614  0.040
H 0.078 1.614 -1.962  0.062
H 1.567 1.141 -2.548  -0.028

Orbital gap   9.3 eV
LUMO energy   1.0 eV
HOMO level   -8.32 eV
Charge   0
SMILES   CCC.CSC


three) Below is 2 unconnected molecules or ions with the total composition C5H14S, with properties calculated with ωB97M-V/def2-TZVPD.

Each line ends with the Löwdin charge.
Atoms and positions in Å:
C -1.252 -2.161 0.501  -0.134
C -0.842 -1.015 1.467  -0.304
C -1.540 -0.996 2.830  -0.133
H -0.887 -3.108 0.936  0.071
H -0.711 -2.122 -0.435  0.047
H -2.301 -2.277 0.221  0.064
H -0.956 -0.054 0.876  0.100
H 0.186 -1.312 1.667  0.092
H -1.293 -0.046 3.299  0.055
H -2.640 -0.976 2.855  0.073
H -1.081 -1.663 3.560  0.067
C 2.677 1.266 -2.792  -0.353
S 0.990 0.704 -2.112  0.648
C 0.352 2.212 -1.247  -0.424
H 3.074 1.826 -1.958  0.011
H 2.373 1.912 -3.625  0.027
H 3.138 0.271 -2.861  0.024
H 1.115 2.513 -0.549  0.014
H 0.124 2.964 -2.024  0.032
H -0.525 2.061 -0.609  0.021

Orbital gap   9.5 eV
LUMO energy   1.0 eV
HOMO level   -8.49 eV
Charge   0
SMILES   CCC.CSC


The winner here is three), beating the second structure by 0.0271 hartree.


one) Below is 2 unconnected molecules or ions with the total composition C5H14S, with properties calculated with ωB97M-V/def2-TZVPD.

Each line ends with the Löwdin charge.
Atoms and positions in Å:
C -1.892 -0.085 1.166  -0.160
C -0.886 1.075 1.291  -0.577
S 0.101 1.337 -0.191  0.780
C -1.181 2.106 -1.241  -0.396
H -1.425 -1.065 1.231  0.063
H -2.388 0.048 0.208  0.046
H -2.629 -0.074 1.971  0.070
H -1.484 1.969 1.501  0.070
H -0.317 0.986 2.189  0.055
H -0.966 1.939 -2.294  0.032
H -2.157 1.636 -1.145  0.026
H -1.172 3.150 -0.951  0.025
C 1.698 -2.394 -1.069  -0.171
C 2.074 -2.988 0.289  -0.164
H 1.165 -1.448 -1.011  0.018
H 2.480 -2.246 -1.785  0.051
H 0.962 -3.082 -1.498  0.062
H 2.824 -3.761 0.153  0.055
H 2.595 -2.262 0.913  0.058
H 1.197 -3.425 0.753  0.058

Orbital gap   9.5 eV
LUMO energy   1.0 eV
HOMO level   -8.54 eV
Charge   0
SMILES   CCSC.CC


two) Below is 2 unconnected molecules or ions with the total composition C5H14S, with properties calculated with ωB97M-V/def2-TZVPD.

Each line ends with the Löwdin charge.
Atoms and positions in Å:
C -1.080 -0.470 -0.024  -0.128
C -1.790 -1.497 -0.979  -0.389
C -1.463 -2.881 -0.664  -0.182
H -0.981 -0.949 0.925  0.039
H -1.694 0.520 0.096  0.111
H -0.159 -0.486 -0.637  0.070
H -2.917 -1.496 -1.025  0.099
H -1.555 -1.206 -2.133  0.141
H -2.274 -3.612 -1.011  0.098
H -0.513 -3.252 -1.082  0.071
H -1.242 -2.888 0.448  0.084
C 2.139 0.762 1.515  -0.413
S 2.146 2.611 1.614  0.656
C 1.380 3.162 -0.205  -0.272
H 1.165 0.539 0.975  0.016
H 3.070 0.540 1.101  -0.006
H 1.955 0.496 2.531  0.004
H 1.010 4.164 0.056  0.012
H 0.613 2.594 -0.649  -0.002
H 2.192 3.352 -0.853  -0.009

Orbital gap   9.5 eV
LUMO energy   1.0 eV
HOMO level   -8.52 eV
Charge   0
SMILES   CCC.CSC


The winner here is one), beating the second structure by 0.0636 hartree.


one) Below is 2 unconnected molecules or ions with the total composition C5H14S, with properties calculated with ωB97M-V/def2-TZVPD.

Each line ends with the Löwdin charge.
Atoms and positions in Å:
C -1.386 1.648 1.449  -0.167
C -1.152 0.175 1.163  -0.534
S 0.534 -0.239 0.601  0.778
C 1.408 -0.412 2.156  -0.444
H -1.033 2.275 0.612  0.074
H -0.979 1.965 2.412  0.069
H -2.447 1.837 1.332  0.062
H -1.332 -0.509 1.995  0.071
H -1.737 -0.034 0.278  0.055
H 0.900 -1.170 2.742  0.019
H 2.498 -0.489 2.178  0.039
H 1.176 0.435 2.858  0.043
C 0.279 -1.206 -2.920  -0.207
C -0.155 0.260 -2.930  -0.179
H 0.252 -1.772 -3.849  0.051
H 1.355 -1.299 -2.598  0.072
H -0.247 -1.849 -2.219  0.046
H 0.294 0.699 -2.038  0.012
H 0.264 0.829 -3.775  0.064
H -1.278 0.281 -2.925  0.076

Orbital gap   9.4 eV
LUMO energy   1.0 eV
HOMO level   -8.38 eV
Charge   0
SMILES   CCSC.CC


two) Below is 2 unconnected molecules or ions with the total composition C5H14S, with properties calculated with ωB97M-V/def2-TZVPD.

Each line ends with the Löwdin charge.
Atoms and positions in Å:
C 1.321 -1.277 -0.664  -0.134
C 2.804 -1.318 -1.032  -0.316
C 3.508 0.026 -0.859  -0.123
H 1.202 -0.977 0.347  0.051
H 0.817 -2.231 -0.837  0.069
H 0.733 -0.584 -1.272  0.069
H 3.232 -2.029 -0.355  0.088
H 2.888 -1.649 -2.066  0.098
H 3.247 0.715 -1.651  0.064
H 3.121 0.535 0.025  0.068
H 4.585 -0.119 -0.844  0.067
C -2.680 1.101 2.340  -0.470
S -4.157 1.186 1.336  0.727
C -3.464 0.882 -0.321  -0.411
H -2.525 0.120 2.785  0.027
H -1.734 1.334 1.841  0.037
H -2.714 1.869 3.117  0.025
H -2.644 0.190 -0.184  0.027
H -3.303 1.825 -0.832  0.029
H -4.235 0.399 -0.875  0.008

Orbital gap   9.4 eV
LUMO energy   0.9 eV
HOMO level   -8.46 eV
Charge   0
SMILES   CCC.CSC


The winner here is two), beating the second structure by 0.0085 hartree.